Entry 1:
Formula: H22O11
Source: the Open Molecules 2025 dataset
Level of theory: the ωB97M-V functional and the def2-TZVPD basis

* E_HOMO: -0.3770 Ha
* relative energy (zero: lowest compared OMol25 entry of this formula, charge and spin): 3.121 eV
* net charge: 0
* SMILES string: O.O.O.O.O.O.O.O.O.O.O
* HOMO-LUMO gap: 10.09 eV

Geometry (Å):
1 O -3.2999 -0.8393 -0.9159
2 O 1.7335 0.0901 -3.7310
3 O -1.7131 2.8432 2.3856
4 O -3.0051 -3.0627 -3.2175
5 O -0.5355 1.2065 0.0913
6 O -0.5144 -0.8023 -0.6068
7 O -1.4033 -0.0050 2.9484
8 O 1.6731 2.1398 2.9190
9 O 1.7952 -0.8940 2.1407
10 O 3.0341 -1.9390 -1.6072
11 O 2.1675 1.7029 -1.1649
12 H 0.1058 -1.3993 -0.1733
13 H 2.2960 -2.5233 -1.4000
14 H -1.5059 3.5603 1.7757
15 H -2.0365 0.2798 3.6171
16 H -0.9987 -0.3978 0.1218
17 H 1.6890 0.8665 -1.1866
18 H -3.4296 -3.8554 -3.5645
19 H 2.7562 -0.9201 2.2096
20 H 1.0092 1.4413 2.9387
21 H -2.4522 2.3866 1.9681
22 H -2.7883 -2.5494 -4.0040
23 H 3.3776 -1.6803 -0.7446
24 H 2.9715 1.5004 -0.6736
25 H -2.4112 -0.6527 -1.2388
26 H -0.8952 1.9290 0.6182
27 H 1.4903 -1.1302 3.0240
28 H -0.4678 1.5750 -0.7967
29 H 2.6723 0.2951 -3.6563
30 H -3.4670 -0.1414 -0.2725
31 H 1.6778 2.4330 2.0009
32 H 1.5869 -0.5861 -3.0600
33 H -1.1121 -0.8711 3.2550

Löwdin atomic charge list, values in e, 5 entries: O -0.063; O -0.065; O -0.049; O -0.058; O -0.077

=====

Entry 2:
Formula: H22O11
Source: the Open Molecules 2025 dataset
Level of theory: the ωB97M-V functional and the def2-TZVPD basis

* E_HOMO: -0.3857 Ha
* relative energy (zero: lowest compared OMol25 entry of this formula, charge and spin): 1.389 eV
* net charge: 0
* SMILES string: O.O.O.O.O.O.O.O.O.O.O
* HOMO-LUMO gap: 10.31 eV

Geometry (Å):
1 O 1.3824 -0.4715 -2.6273
2 O -2.2369 1.5386 -0.6621
3 O 0.5107 1.8785 -1.5405
4 O 0.6095 -0.3878 0.4047
5 O 1.0842 0.1588 3.1023
6 O -1.7324 0.0238 1.8424
7 O 1.3314 -2.9034 0.0981
8 O 3.6989 0.3759 0.2055
9 O -1.8765 -0.2300 -2.8851
10 O -0.6180 2.4961 2.5572
11 O -2.1379 -2.0290 -0.9066
12 H -2.3706 0.9510 -1.4057
13 H 0.9529 -2.1380 0.5137
14 H -2.9872 -2.4600 -1.0607
15 H 0.3323 2.3740 2.3377
16 H 0.7145 -0.2212 -0.5303
17 H -2.5449 -0.1858 1.3824
18 H -2.3131 2.4404 -1.0358
19 H 3.0624 1.0183 0.4498
20 H -1.7958 -2.5051 -0.1338
21 H 1.2703 0.3982 -2.2782
22 H 0.8586 2.4923 -0.9076
23 H 1.1820 0.1830 2.1181
24 H -1.6872 -0.6039 2.5278
25 H -0.9349 -0.3739 -2.9037
26 H -0.3406 -0.3837 0.4975
27 H -2.0870 -0.8465 -2.2239
28 H 3.5168 -0.4406 0.6677
29 H 2.2690 -2.7971 0.2973
30 H -0.4223 1.8113 -1.3656
31 H -0.9481 1.5796 2.3935
32 H 2.0314 0.0272 3.3804
33 H 2.2261 -0.7694 -2.3091

Löwdin atomic charge list, values in e, 5 entries: O -0.030; O -0.050; O -0.021; O -0.063; O -0.088

=====

Entry 3:
Formula: H22O11
Source: the Open Molecules 2025 dataset
Level of theory: the ωB97M-V functional and the def2-TZVPD basis

* E_HOMO: -0.4109 Ha
* relative energy (zero: lowest compared OMol25 entry of this formula, charge and spin): 2.737 eV
* net charge: 0
* SMILES string: O.O.O.O.O.O.O.O.O.O.O
* HOMO-LUMO gap: 11.10 eV

Geometry (Å):
1 O -4.7020 3.7105 3.5171
2 O -1.7471 -1.0949 3.6021
3 O 4.4671 2.1377 1.2589
4 O -0.6326 -3.8378 -4.6762
5 O 3.6618 -3.3365 -3.2084
6 O -0.1166 -5.2866 1.2786
7 O 0.2659 0.4704 0.0617
8 O 2.4380 5.6338 -1.4839
9 O -1.8055 6.0224 1.2553
10 O 4.5414 -3.5658 1.8444
11 O -4.7868 -0.5260 -1.6736
12 H -2.1009 -1.8991 3.2223
13 H 4.0076 -2.9355 -4.0058
14 H 1.4883 5.5822 -1.3759
15 H 3.8463 -3.1475 1.3363
16 H -0.4522 -4.6658 -5.1213
17 H 2.7794 5.6716 -0.5905
18 H -4.4405 2.8434 3.2073
19 H 5.0259 1.9089 0.5162
20 H -0.0745 -0.3347 -0.3285
21 H 5.3474 -3.3388 1.3807
22 H -2.4136 5.8187 1.9659
23 H -4.7572 -0.6151 -2.6262
24 H 2.7111 -3.2786 -3.3034
25 H -1.0613 -0.8229 2.9923
26 H -1.5616 -3.6750 -4.8394
27 H 3.5865 1.8819 0.9844
28 H -5.5765 -0.0120 -1.5051
29 H -0.4951 1.0477 0.1231
30 H 0.1689 -5.9512 0.6516
31 H -5.3306 4.0190 2.8645
32 H -1.2434 6.7110 1.6103
33 H -1.0373 -5.1352 1.0652

Löwdin atomic charge list, values in e, 5 entries: O -0.053; O -0.050; O -0.054; O -0.055; O -0.053

=====

Entry 4:
Formula: H22O11
Source: the Open Molecules 2025 dataset
Level of theory: the ωB97M-V functional and the def2-TZVPD basis

* E_HOMO: -0.3927 Ha
* relative energy (zero: lowest compared OMol25 entry of this formula, charge and spin): 1.066 eV
* net charge: 0
* SMILES string: O.O.O.O.O.O.O.O.O.O.O
* HOMO-LUMO gap: 10.80 eV

Geometry (Å):
1 O 13.4546 -4.2561 -18.5032
2 O 14.5715 -0.9767 -17.5168
3 O 10.7351 -3.9572 -17.6876
4 O 8.4297 0.5660 -18.6849
5 O 14.0419 -2.0837 -20.1857
6 O 7.1774 -2.4540 -21.6021
7 O 12.0572 0.1763 -17.5309
8 O 10.9762 -1.2077 -20.2102
9 O 12.5148 -1.3122 -22.6418
10 O 9.5622 -1.4057 -23.1791
11 O 9.1386 0.8025 -21.4293
12 H 7.9930 0.3456 -17.8573
13 H 7.5058 -3.2749 -21.9792
14 H 9.5308 -0.6638 -22.5517
15 H 12.0249 1.0491 -17.1316
16 H 8.7272 -1.3585 -23.6526
17 H 9.0275 0.6201 -20.4881
18 H 10.8403 -4.0953 -18.6345
19 H 7.9688 -2.0069 -21.2874
20 H 10.2099 -1.0877 -19.6406
21 H 13.7372 -1.6049 -20.9680
22 H 12.9906 -0.1017 -17.4512
23 H 11.6642 -1.5163 -19.6105
24 H 8.2808 1.1211 -21.7270
25 H 13.5365 -3.5589 -19.1694
26 H 14.4166 -1.4719 -18.3367
27 H 11.9236 -1.1440 -23.3813
28 H 9.0527 1.2674 -18.4657
29 H 10.3376 -4.7719 -17.3678
30 H 14.9829 -2.2255 -20.3360
31 H 12.9648 -3.8503 -17.7799
32 H 15.1087 -0.2245 -17.7854
33 H 11.9242 -1.3632 -21.8766

Löwdin atomic charge list, values in e, 5 entries: O -0.070; O -0.048; O -0.058; O -0.038; O -0.043

=====

- relative energy (zero: lowest compared OMol25 entry of this formula, charge and spin) of number 3 (H22O11)?
  2.737 eV

=====

- Among the records above, which one has the lowest relative energy (zero: lowest compared OMol25 entry of this formula, charge and spin)?
  number 4

=====

What did the second record say?
Formula: H22O11
Source: the Open Molecules 2025 dataset
Level of theory: the ωB97M-V functional and the def2-TZVPD basis

* E_HOMO: -0.3857 Ha
* relative energy (zero: lowest compared OMol25 entry of this formula, charge and spin): 1.389 eV
* net charge: 0
* SMILES string: O.O.O.O.O.O.O.O.O.O.O
* HOMO-LUMO gap: 10.31 eV

Geometry (Å):
1 O 1.3824 -0.4715 -2.6273
2 O -2.2369 1.5386 -0.6621
3 O 0.5107 1.8785 -1.5405
4 O 0.6095 -0.3878 0.4047
5 O 1.0842 0.1588 3.1023
6 O -1.7324 0.0238 1.8424
7 O 1.3314 -2.9034 0.0981
8 O 3.6989 0.3759 0.2055
9 O -1.8765 -0.2300 -2.8851
10 O -0.6180 2.4961 2.5572
11 O -2.1379 -2.0290 -0.9066
12 H -2.3706 0.9510 -1.4057
13 H 0.9529 -2.1380 0.5137
14 H -2.9872 -2.4600 -1.0607
15 H 0.3323 2.3740 2.3377
16 H 0.7145 -0.2212 -0.5303
17 H -2.5449 -0.1858 1.3824
18 H -2.3131 2.4404 -1.0358
19 H 3.0624 1.0183 0.4498
20 H -1.7958 -2.5051 -0.1338
21 H 1.2703 0.3982 -2.2782
22 H 0.8586 2.4923 -0.9076
23 H 1.1820 0.1830 2.1181
24 H -1.6872 -0.6039 2.5278
25 H -0.9349 -0.3739 -2.9037
26 H -0.3406 -0.3837 0.4975
27 H -2.0870 -0.8465 -2.2239
28 H 3.5168 -0.4406 0.6677
29 H 2.2690 -2.7971 0.2973
30 H -0.4223 1.8113 -1.3656
31 H -0.9481 1.5796 2.3935
32 H 2.0314 0.0272 3.3804
33 H 2.2261 -0.7694 -2.3091

Löwdin atomic charge list, values in e, 5 entries: O -0.030; O -0.050; O -0.021; O -0.063; O -0.088